No. 1
The following is a DFT calculation (wB97M-V/def2-TZVPD) of 2 unconnected molecules or ions with the total composition C30H30BCl3O2S at a distorted geometry.

The geometry in XYZ format:
```
67
Properties=species:S:1:pos:R:3:forces:R:3
C -3.6321 5.5877 0.4403 -0.12 0.30 0.11
C -2.7673 4.4992 -0.0644 0.89 -0.48 -0.89
C -2.4799 4.2104 -1.3845 0.01 -0.24 0.78
C -1.6804 3.0176 -1.5532 -0.39 0.74 1.07
C -1.3849 2.4220 -0.3427 -0.11 0.51 -0.53
B -0.8238 0.8935 -0.1055 1.15 3.29 -0.39
C 0.7939 1.2553 -0.0012 -1.78 -2.03 0.01
C 1.5751 1.2988 -1.1428 1.44 0.42 -0.06
C 2.9347 1.6515 -1.0462 -0.34 -0.09 -0.02
C 3.4841 1.9456 0.2067 -0.95 -0.44 -0.22
Cl 5.1643 2.3119 0.3404 0.35 0.12 0.04
C 2.6921 1.8815 1.3565 -0.51 -0.23 0.09
C 1.3442 1.5076 1.2445 1.35 0.60 0.26
O -1.3803 0.3742 1.1013 0.07 -1.14 0.32
C -2.6039 -0.2374 0.7179 0.26 -0.36 -0.20
C -2.8446 -1.3498 1.7289 -0.34 -0.11 -0.11
C -3.7536 0.7423 0.8399 -0.67 0.11 -0.12
C -2.3437 -0.6890 -0.8121 0.17 -0.08 0.38
C -1.7871 -2.1048 -0.9225 -0.12 -0.46 0.07
C -3.5563 -0.6004 -1.7295 -0.45 0.05 0.05
O -1.3279 0.1942 -1.2553 0.12 -1.33 -0.26
S -1.9437 3.3811 0.9943 -0.37 0.26 -1.10
H -4.0376 6.1187 -0.4260 -0.08 0.07 0.24
H -4.4598 5.1806 1.0356 0.10 0.23 -0.09
H -3.0676 6.2965 1.0577 -0.20 -0.03 -0.04
H -2.8617 4.8126 -2.2066 0.01 -0.09 0.14
H -1.3741 2.6550 -2.5350 -0.18 -0.19 0.39
H 1.1358 1.0550 -2.1110 0.09 0.08 0.19
H 3.5727 1.6846 -1.9258 -0.06 0.04 0.09
H 3.1392 2.0746 2.3276 -0.01 0.04 -0.11
H 0.7338 1.4014 2.1407 0.06 0.09 -0.16
H -3.6351 -2.0167 1.3748 0.08 -0.13 0.12
H -1.9343 -1.9136 1.9562 -0.12 -0.02 -0.19
H -3.1930 -0.8861 2.6586 0.11 -0.14 -0.07
H -4.7048 0.2001 0.7555 0.08 0.07 -0.07
H -3.7344 1.2120 1.8294 0.09 -0.06 -0.21
H -3.7333 1.5263 0.0776 0.00 -0.13 0.20
H -2.5319 -2.8671 -0.6625 0.07 0.07 -0.03
H -1.4510 -2.2915 -1.9501 -0.13 0.13 0.11
H -0.9176 -2.2597 -0.2862 -0.34 0.11 0.00
H -4.2799 -1.3819 -1.4754 0.00 0.02 0.06
H -4.0793 0.3553 -1.6634 0.21 -0.02 -0.04
H -3.2796 -0.7606 -2.7770 0.20 0.04 0.20
Cl 2.1002 -4.6594 -4.6775 -0.09 -0.10 -0.43
C 1.8352 -3.8196 -3.2147 -0.36 0.74 0.84
C 1.1742 -4.4732 -2.1620 0.40 0.45 0.04
C 1.0344 -3.8086 -0.9488 -0.04 0.67 0.33
C 1.5521 -2.4884 -0.7530 0.24 -0.40 -1.48
C 1.3516 -1.7708 0.4866 1.03 -1.12 1.33
C 2.4141 -1.4624 1.3731 -0.05 0.74 0.08
C 2.1365 -1.4154 2.7757 0.29 0.11 -0.11
C 3.1694 -1.2243 3.6817 -0.10 -0.03 -0.16
C 4.4783 -0.9898 3.2139 -0.66 -0.01 -0.64
Cl 5.7542 -0.7544 4.3231 0.02 0.05 0.15
C 4.7517 -0.9151 1.8427 -0.23 -0.04 -0.14
C 3.7366 -1.1793 0.9358 0.09 0.00 0.20
C 2.2661 -1.8938 -1.8182 -0.37 -0.35 0.23
C 2.2982 -2.5016 -3.0712 0.14 -0.35 0.17
H 0.7688 -5.4718 -2.3320 0.25 0.27 0.25
H 0.6018 -4.3278 -0.0884 -0.19 0.23 -0.43
H 0.3640 -1.7857 0.9547 0.10 0.10 -0.20
H 1.1046 -1.5729 3.1077 0.43 0.14 -0.03
H 2.9995 -1.2183 4.7559 -0.08 -0.07 -0.25
H 5.7402 -0.6169 1.4985 -0.22 -0.21 0.10
H 3.9352 -1.1267 -0.1303 0.16 -0.09 0.35
H 2.7692 -0.9487 -1.6186 -0.56 -0.03 -0.54
H 2.6784 -1.9637 -3.9398 0.20 -0.28 0.31
```
Forces are in eV/Å.

Total charge: 0
ΔE to the lowest compared entry with this formula, charge and spin: 333.9 kJ/mol
E_LUMO: -3.2 eV
Gap between HOMO and LUMO: 3.4 eV

No. 2
The following is a DFT calculation (wB97M-V/def2-TZVPD) of 3 unconnected molecules or ions with the total composition C4H14NO2 at a distorted geometry.

The geometry in XYZ format:
```
21
Properties=species:S:1:pos:R:3:forces:R:3
C 1.9156 2.1073 1.2331 -0.13 -3.31 0.54
C 0.6514 1.6809 0.3180 1.50 3.25 -1.76
C 0.3219 0.2326 0.6355 -2.93 0.11 -0.35
C -0.2304 -0.5784 -1.6528 1.10 -2.04 0.08
N -0.5715 -0.3681 -0.4660 -4.15 0.31 2.70
H 2.7177 1.3731 0.7249 -1.11 1.95 1.86
H 2.3073 3.1544 1.4128 -0.93 -1.19 -0.97
H 1.5927 1.6966 2.3073 1.20 0.80 -2.11
H -0.1309 2.5319 0.3845 0.53 -2.10 0.26
H 0.9707 1.7596 -0.8044 -0.37 -0.25 1.89
H 1.0993 -0.4603 0.6690 1.98 -0.57 0.34
H -0.2895 0.1590 1.5459 0.32 -0.17 -0.28
H 0.6526 -1.1545 -1.6635 2.80 1.12 -1.19
H -0.8250 -0.7371 -2.5068 -1.50 -0.07 -0.46
H -1.5757 -0.7200 -0.1850 1.72 2.39 -0.38
H -2.8822 0.3109 2.6018 0.74 -1.31 -1.19
H -3.6035 -0.7767 1.8980 -0.67 -0.66 -0.27
O -2.7128 -0.4509 1.9617 0.00 1.94 1.28
H -0.2786 -3.4072 -2.2507 -0.66 -0.58 0.90
H 0.3243 -3.2319 -3.5458 0.57 0.04 -0.54
O 0.5466 -3.1210 -2.6179 -0.01 0.35 -0.35
```
Forces are in eV/Å.

Total charge: +1
ΔE to the lowest compared entry with this formula, charge and spin: 400.8 kJ/mol
E_LUMO: -5.1 eV
Gap between HOMO and LUMO: 9.9 eV

No. 3
The following is a DFT calculation (wB97M-V/def2-TZVPD) of a single C2H4N2OS2 molecule at a distorted geometry.

The geometry in XYZ format:
```
11
Properties=species:S:1:pos:R:3:forces:R:3
C -1.3655 0.1514 0.1013 -1.76 0.49 -0.41
C 0.8352 0.8433 -0.6181 -1.11 0.37 -0.26
H -0.8046 1.9138 1.0518 -1.12 -0.44 -0.52
H -2.5300 1.6186 0.8345 -0.50 0.12 0.33
H 0.4200 1.7290 -1.0954 -0.06 -0.12 0.01
H 3.9514 -0.3507 0.1938 -0.21 0.07 -0.01
N -1.5903 1.4135 0.5893 2.60 -0.38 0.00
N 2.0633 0.7142 -0.4851 0.94 -0.62 0.61
O -0.0907 -0.1326 -0.2790 -0.31 -0.29 0.52
S -2.6827 -0.8693 -0.1210 1.64 0.47 0.09
S 2.6552 -0.6751 0.3472 -0.12 0.34 -0.37
```
Forces are in eV/Å.

Structure (SMILES): NC(=S)O/C=N\S
Total charge: 0
ΔE to the lowest compared entry with this formula, charge and spin: 112.2 kJ/mol
E_LUMO: 0.4 eV
Gap between HOMO and LUMO: 9.2 eV

No. 4
The following is a DFT calculation (wB97M-V/def2-TZVPD) of 3 unconnected molecules or ions with the total composition CH3O3S at a distorted geometry.

The geometry in XYZ format:
```
8
Properties=species:S:1:pos:R:3:forces:R:3
C -0.4116 1.4959 0.5995 -0.24 0.98 4.26
O 3.0698 -1.3453 -1.6287 1.32 0.98 0.04
O -1.0167 2.2073 -0.0789 0.02 -0.13 -2.26
O -0.0200 1.1129 1.6447 0.43 -0.84 -2.01
S 1.8177 -1.8911 -0.9581 -2.17 -1.34 0.06
H -2.4212 0.2101 -0.1722 -0.16 -0.41 0.23
H -2.4990 -0.3791 0.2904 0.03 0.28 -0.25
H 1.4811 -1.4107 0.3032 0.79 0.49 -0.07
```
Forces are in eV/Å.

Total charge: -1
ΔE to the lowest compared entry with this formula, charge and spin: 249.4 kJ/mol
E_LUMO: 3.0 eV
Gap between HOMO and LUMO: 4.5 eV

No. 5
The following is a DFT calculation (wB97M-V/def2-TZVPD) of a molecular structure, C25H27N7O4RhS3 at a distorted geometry.

The geometry in XYZ format:
```
67
Properties=species:S:1:pos:R:3:forces:R:3
Rh -1.0587 0.5635 -0.6937 -0.64 -0.03 0.43
O 2.9605 -0.1620 0.0316 0.03 0.08 -0.01
S 1.7083 -0.8665 0.1734 -0.17 -0.18 -0.13
O 1.2385 -1.6187 -0.9593 0.11 0.07 0.17
N 0.4984 0.1411 0.5920 -0.15 -0.56 -0.39
C 0.6961 1.0997 1.5703 0.08 0.36 0.17
C 1.7801 1.2119 2.4225 -0.14 -0.06 -0.13
C 1.8181 2.2055 3.4148 0.01 0.08 0.09
C 0.7955 3.0921 3.6010 0.02 0.00 0.04
C -0.3324 3.0166 2.7595 0.04 -0.10 -0.10
C -1.4689 3.8385 2.9037 -0.05 0.01 0.04
C -2.5517 3.6701 2.0854 -0.02 0.02 0.04
C -2.4883 2.7093 1.0684 0.04 -0.09 0.02
N -1.4247 1.9532 0.8773 0.55 0.05 -0.27
C -0.3555 2.0527 1.7260 0.01 -0.11 0.20
C 1.8834 -1.9577 1.5582 0.02 0.10 -0.01
C 0.7732 -2.3239 2.3037 -0.10 0.00 -0.02
C 0.9303 -3.2047 3.3621 0.01 -0.01 0.00
C 2.1870 -3.7123 3.6634 0.02 0.01 -0.01
C 3.2918 -3.3362 2.9117 -0.01 -0.01 0.01
C 3.1462 -2.4484 1.8566 0.03 0.00 -0.03
H 2.6170 0.5373 2.3367 0.00 -0.02 -0.01
H 2.6896 2.2512 4.0546 -0.01 0.00 0.01
H 0.8286 3.8361 4.3852 0.00 0.00 0.00
H -1.4845 4.5813 3.6917 0.01 0.01 -0.01
H -3.4475 4.2626 2.2012 0.00 -0.01 0.00
H -3.3258 2.5456 0.4045 -0.02 0.01 -0.03
H -0.1985 -1.9051 2.0720 0.02 0.00 0.01
H 0.0732 -3.4892 3.9582 0.00 0.00 0.00
H 2.3071 -4.3970 4.4923 0.00 -0.01 0.00
H 4.2706 -3.7297 3.1504 0.00 0.00 0.00
H 3.9992 -2.1314 1.2720 0.00 0.00 0.00
C -2.7274 -3.1894 0.6392 -0.04 0.00 0.03
C -2.2403 -1.9970 -0.1102 0.18 -0.10 -0.28
N -2.1416 -0.8272 0.4076 0.05 0.26 -0.32
O -2.4072 -0.7635 1.7583 -0.05 0.22 0.17
C -1.8279 -2.0801 -1.4964 -0.31 -0.22 0.45
C -2.1216 -3.2814 -2.3309 0.01 -0.04 0.00
N -1.2024 -1.0379 -1.9783 0.29 -0.12 -0.66
O -0.9216 -1.0472 -3.2188 0.90 0.86 0.27
H -2.4704 -3.1208 1.6927 0.00 0.01 0.00
H -2.3072 -4.0978 0.2159 0.00 0.00 0.00
H -3.8158 -3.2497 0.5655 0.00 0.00 0.01
H -2.3651 0.1786 1.9701 0.01 -0.03 0.00
H -3.1544 -3.6063 -2.1989 -0.01 -0.02 0.01
H -1.4700 -4.1137 -2.0550 0.02 -0.01 -0.02
H -1.9459 -3.0489 -3.3763 -0.03 -0.02 0.02
S 0.5026 2.1536 -1.5907 -0.26 0.17 -0.20
C 1.8444 1.5068 -2.4642 -0.07 0.67 1.10
N 1.8444 0.6694 -3.4585 -1.16 -1.61 -0.40
C 3.2128 0.3574 -3.8751 0.13 -0.18 -0.29
C 4.0649 1.0341 -2.7904 0.04 -0.02 0.05
N 3.0852 1.9323 -2.1700 -0.13 -0.10 -0.13
H 1.0161 0.0461 -3.6222 0.77 0.77 0.09
H 3.3996 0.7883 -4.8600 -0.03 -0.04 0.02
H 3.3621 -0.7192 -3.9245 0.01 0.03 0.01
H 4.9074 1.5848 -3.2011 -0.04 0.00 -0.04
H 4.4209 0.3194 -2.0462 -0.02 0.03 -0.02
H 3.2430 2.2832 -1.2385 -0.05 0.04 -0.02
S -3.3183 3.3628 -3.4903 0.01 -0.02 0.05
C -3.4936 1.7705 -4.0786 -0.04 0.00 0.04
C -3.0121 0.8877 -3.1751 -0.31 -0.27 0.11
N -2.5199 1.4519 -2.0195 0.38 0.05 -0.05
C -2.6165 2.7618 -2.0787 -0.05 -0.02 -0.04
H -3.9378 1.5613 -5.0365 0.00 -0.01 0.01
H -2.9976 -0.1816 -3.2935 0.01 0.05 -0.05
H -2.2446 3.4262 -1.3187 0.08 0.02 0.01
```
Forces are in eV/Å.

Total charge: +1
ΔE to the lowest compared entry with this formula, charge and spin: 26.8 kJ/mol
E_LUMO: -3.1 eV
Gap between HOMO and LUMO: 7.5 eV

No. 6
The following is a DFT calculation (wB97M-V/def2-TZVPD) of a single C11H12N4 molecule at a distorted geometry.

The geometry in XYZ format:
```
27
Properties=species:S:1:pos:R:3:forces:R:3
C -3.5802 0.8407 0.5723 0.41 2.29 0.07
C -3.6213 -0.4749 0.1626 -0.37 -1.27 0.10
C -2.3684 1.6157 0.4712 -1.60 -0.94 0.01
C -2.5380 -1.1534 -0.3358 2.16 2.55 1.20
C -1.2128 0.8799 0.0452 -1.33 1.15 0.40
C -1.2693 -0.5012 -0.2986 -3.14 -0.10 0.36
C 0.1349 1.2215 -0.1319 0.20 -0.58 -1.01
C 0.7959 0.0872 -0.5127 1.19 3.01 0.89
C 2.8455 -0.0653 0.8725 0.60 -0.53 -0.51
C 2.2983 0.4354 -0.4784 -1.23 -2.78 0.51
C 0.5562 -2.3009 -0.6602 2.38 1.88 2.44
N 3.4240 -1.1867 0.8970 -0.21 0.03 -1.71
N -0.0364 -0.9686 -0.5778 1.34 -0.99 -1.13
N 0.9489 2.3369 -0.0613 1.25 2.10 0.03
N 2.2035 1.8507 -0.6839 0.05 0.51 -0.77
H -4.5996 1.2063 0.8932 1.63 0.26 -0.17
H -4.5461 -1.0229 0.3545 0.16 0.12 -0.42
H -2.3784 2.7289 0.7086 0.27 -1.76 -0.31
H -2.5097 -2.1438 -0.5622 -0.51 -2.79 -0.72
H 2.7065 0.5968 1.6969 -0.14 0.56 0.96
H 2.8005 -0.2574 -1.1817 0.35 1.25 -0.43
H 0.2777 -2.9075 -1.4437 -1.41 -1.33 -1.50
H 1.6819 -2.1229 -0.8458 -1.76 -0.35 0.56
H 0.4470 -2.6968 0.3697 0.14 -0.63 -0.87
H 3.8532 -1.6237 1.6863 -0.19 0.49 1.07
H 0.6824 3.2283 -0.5696 0.02 -1.91 0.55
H 3.0039 2.3976 -0.3863 -0.26 -0.22 0.41
```
Forces are in eV/Å.

Structure (SMILES): [H]/N=C/[C@@H]1NNc2c1n(C)c1ccccc21
Total charge: 0
ΔE to the lowest compared entry with this formula, charge and spin: 0.0 kJ/mol
E_LUMO: 0.9 eV
Gap between HOMO and LUMO: 7.8 eV

No. 7
The following is a DFT calculation (wB97M-V/def2-TZVPD) of a single C4H9OP molecule at a distorted geometry.

The geometry in XYZ format:
```
15
Properties=species:S:1:pos:R:3:forces:R:3
C 1.6241 0.9649 0.2220 -1.49 -2.55 -2.70
C -0.1618 -1.6862 -0.1034 2.71 -0.51 -3.55
C 0.1375 1.1303 0.1018 -1.14 -4.04 0.38
C -0.8118 -0.4469 0.2991 -0.35 3.93 2.66
O -2.6776 1.1665 -0.5864 -1.06 3.13 -0.37
P -2.4987 -0.2567 -0.5483 1.75 -2.59 0.75
H 2.0287 0.9940 1.1784 0.65 -0.07 1.60
H 2.1104 1.5766 -0.4661 0.94 1.92 -0.67
H 1.7988 0.0272 -0.3328 0.58 -0.34 0.88
H 0.1463 -1.6127 -1.2726 -0.60 0.09 2.28
H 0.8211 -2.0393 0.3250 -1.44 0.35 0.22
H -0.9405 -2.4071 -0.1723 -0.23 -1.43 0.41
H -0.2533 1.1823 -0.8913 0.35 1.46 -0.56
H -0.1279 1.8409 0.8287 -1.50 0.90 0.41
H -1.1954 -0.4340 1.4182 0.82 -0.27 -1.75
```
Forces are in eV/Å.

Structure (SMILES): CC[C@H](C)P=O
Total charge: 0
ΔE to the lowest compared entry with this formula, charge and spin: 174.9 kJ/mol
E_LUMO: -0.4 eV
Gap between HOMO and LUMO: 8.6 eV

No. 8
The following is a DFT calculation (wB97M-V/def2-TZVPD) of a molecular structure, C11H11I2N8Os at a distorted geometry.

The geometry in XYZ format:
```
33
Properties=species:S:1:pos:R:3:forces:R:3
Os 5.6230 4.9550 13.5167 0.38 -1.31 -1.58
N 3.7889 4.2879 16.2367 -1.30 0.87 3.52
C 4.5689 5.3311 16.4230 -0.06 -1.31 -0.14
N 4.7702 5.8249 17.6058 -1.08 -1.19 0.70
C 5.2274 7.0334 17.7160 0.14 2.28 -0.65
N 5.3014 7.6987 18.8521 0.13 -0.32 -0.42
N 5.5924 7.7465 16.5481 0.14 -0.12 0.85
C 5.6220 7.0887 15.4552 0.91 1.10 0.18
N 5.1764 5.7930 15.2631 0.69 0.93 0.10
C 6.3340 7.7042 14.3139 0.54 -0.51 -0.77
C 6.9483 8.9344 14.3170 -0.57 2.12 -0.78
C 7.5735 9.3493 13.1000 0.36 -1.36 0.82
C 7.7880 8.4171 12.1147 0.88 -0.65 -0.69
C 7.3225 7.1213 12.2310 -0.36 0.05 -1.18
N 6.5131 6.8268 13.2464 -0.69 -0.52 1.17
H 3.1303 4.0506 17.0490 1.38 -0.22 -1.91
H 3.9509 3.8299 15.3958 -0.89 -1.50 -1.24
H 5.0287 7.2684 19.7575 0.33 0.56 -0.95
H 5.6246 8.6687 18.7607 -0.19 -0.59 0.57
H 6.8194 9.7322 15.1010 0.12 -1.46 -0.51
H 8.1035 10.2590 12.9095 -0.31 0.90 0.62
H 8.4460 8.6345 11.2774 -0.28 0.15 0.01
H 7.5090 6.3629 11.4292 -0.18 0.69 1.01
I 6.1170 2.5238 14.2404 -0.11 0.72 0.39
I 5.1657 4.6972 7.2933 0.05 -0.01 0.71
C 5.3871 4.2343 9.3127 -0.76 1.08 -3.68
C 5.4503 2.9561 9.7438 0.66 -2.96 1.24
N 5.6238 3.0011 11.0610 0.55 -1.30 2.36
N 5.5429 4.3041 11.4515 0.81 0.84 4.53
C 5.3996 5.0628 10.3959 -0.48 -0.09 -2.35
H 5.3693 1.9850 9.2665 0.20 0.28 -0.26
H 5.9327 2.2755 11.8851 -1.19 1.92 -3.06
H 5.1487 6.0736 10.1592 0.19 0.93 1.38
```
Forces are in eV/Å.

Total charge: +3
⟨S²⟩: 6.04
ΔE to the lowest compared entry with this formula, charge and spin: 183.4 kJ/mol
Multiplicity: 5
E_LUMO (spin up / spin down): -11.3 / -13.7 eV
Gap between HOMO and LUMO (spin up / spin down): 6.5 / 3.6 eV

| no. | DFT total energy (eV) | M (g mol⁻¹) |
| --- | --- | --- |
| 1 | -84769.98047 | 571.81 |
| 2 | -9950.60745 | 108.16 |
| 3 | -28835.92066 | 136.20 |
| 4 | -18062.27501 | 95.10 |
| 5 | -80491.93023 | 688.64 |
| 6 | -17558.69049 | 200.25 |
| 7 | -15627.82146 | 104.09 |
| 8 | -42144.53623 | 699.30 |